# 1
DFT (the ωB97M-V functional and the def2-TZVPD basis) results for a molecular structure, C6H4BBr2F12O9P2V at a distorted geometry.

Results
⟨S²⟩ = 0.7825
energy above the lowest of the compared OMol25 structures with the same formula, charge and spin = 12.2 kcal/mol
calculated total energy = -8906.981742 hartree
total charge = -1
2S+1 = 2

Geometry (Å):
F -0.438400 2.356135 3.489575
P -1.115142 1.999165 2.090507
F 2.986949 -1.711040 1.065623
O -4.580388 -2.733847 -2.357711
H 6.311367 4.402136 -0.239538
F -1.409222 3.558845 1.813941
H 5.732018 2.239852 1.208227
P 1.853679 -2.886339 1.318591
C -4.382516 -0.937658 -3.815877
B -4.031463 -1.540015 -1.642560
O 1.154755 0.454390 -0.607193
O -3.801325 -0.544587 1.629275
C -2.331790 -1.367608 -0.163859
O -5.046634 -3.178811 -4.496319
O -2.571169 -1.790171 -1.335225
F 0.353057 2.000285 1.327522
C -4.641502 -2.456679 -3.634715
F -2.558755 1.866326 2.754289
O -1.240952 -1.349719 0.404742
Br 4.356826 4.198047 -1.924030
F -0.755289 0.382559 2.296628
F 0.705330 -3.982363 1.494774
O -4.165946 -0.449970 -2.581881
O -4.614522 -1.256440 -0.323979
Br 3.982855 1.332305 -0.242692
F 1.086784 -2.314257 -0.042051
F 2.560805 -3.239102 2.700816
F 2.717004 -3.926864 0.492590
H 4.792970 4.308151 0.593352
C 5.568058 2.424373 0.150967
F 0.946356 -1.780588 2.107349
C -3.655817 -0.962030 0.539449
C 5.344041 3.906412 -0.255466
O -4.415684 -0.287177 -4.810166
F -1.763953 1.569848 0.687012
H 6.398647 1.966905 -0.381578
V 0.668970 -0.270467 0.689609

Atoms 1-2, force components in eV/Å:
F 0.33 -0.46 -0.32
P -2.47 1.64 0.44



# 2
DFT (the ωB97M-V functional and the def2-TZVPD basis) results for a molecular structure, C35H45BBr39F14NO5P2 at a distorted geometry.

Results
calculated total energy = -104283.757593 hartree

Geometry (Å):
F 2.684441 -1.004654 2.401554
H -6.211857 1.410654 -0.709766
F 0.716778 -1.594110 -0.230510
H -0.072603 -0.368290 3.332086
C 2.170571 -0.461923 1.284295
C -1.477509 -9.526403 1.828682
C 3.235721 -0.700887 0.182442
H -0.309202 4.471005 3.413798
C -0.412048 -0.135318 1.242830
F 4.777231 -1.039334 -2.150362
H -0.319790 0.185043 6.679628
H -4.643042 5.274085 -7.208997
C 7.238793 0.367341 4.210953
O -3.385999 0.299484 5.431575
Br -7.931685 5.477262 2.136407
C -4.378133 4.239526 -7.043553
C -4.824377 3.027214 5.263572
Br 4.044760 -4.506820 1.662672
H -0.106002 0.877867 0.989165
Br 1.666869 -7.615463 -2.690420
Br 1.095570 -6.819418 4.223718
H -1.445810 -1.236058 2.738097
P -2.520381 2.287577 0.940668
Br 3.062486 4.812297 -0.856713
Br 0.649342 3.222324 -2.165042
H -0.898182 -9.503645 0.915790
C -2.878807 1.677564 2.671414
Br -2.545013 4.206511 -6.463332
F -4.853313 3.964197 3.071219
H -6.843379 0.097410 0.270299
Br 3.937999 -7.424288 -0.494950
H -1.857743 5.940231 -3.380320
Br -0.362041 -10.282449 3.195775
Br 2.221521 -3.530432 -8.673291
H 1.014819 -1.686522 7.438352
H -3.307615 0.283868 6.393928
C -4.120865 -0.867327 2.028138
H 2.383516 -5.683170 -1.318440
H -3.372339 3.381256 0.810382
Br 4.151856 -3.307536 4.599007
C 2.248120 -6.730193 -1.083792
Br -2.833902 -7.742389 -5.526078
H -1.103476 7.010869 2.788292
C 0.742341 -1.091157 1.028486
P -4.568593 0.787979 2.684284
Br -3.213248 4.115987 -2.424356
H -5.032517 -1.292211 1.603032
H -5.491706 3.778841 5.691040
Br -1.950957 -7.708864 2.238052
C -0.993935 -7.194405 -5.499123
H 4.647542 -2.231676 2.438605
H 0.978684 5.954907 1.963434
C 0.071377 5.932822 1.352042
Br 10.755193 -1.419168 -10.126615
Br 11.865083 1.560309 -10.135842
Br 0.923975 -6.826188 0.305062
Br -4.121940 6.740477 -3.951780
O -0.873204 1.757746 4.004557
O -2.179577 3.952326 2.715700
H 4.372066 -2.087640 -8.414561
C 3.026617 0.161210 -1.108677
Br 1.605818 -5.867284 -10.725904
Br 3.711019 -3.596479 -11.471805
Br -4.592399 3.319224 -8.716400
F 3.669154 1.323088 -0.911874
N -2.837559 1.207670 -0.170865
C -1.290505 4.938445 3.249709
Br 6.277576 -3.405079 -7.582529
H -6.575985 1.740375 1.919804
H -0.060022 -2.857965 6.659171
H -5.280872 2.535522 1.103440
Br -0.071237 -3.920562 3.675140
F 2.432478 -2.547558 -2.497379
C 3.601760 -0.449607 -2.425622
Br 7.343331 0.107534 6.110890
H -3.666000 4.634339 4.539009
H -1.173256 -0.430338 0.520615
C 4.869861 -3.218508 2.821785
H -7.798008 6.511248 -0.101641
Br 9.658082 0.687260 -8.021576
C -1.801384 0.769191 3.375686
F 1.538215 -0.851841 -3.541298
C 2.305008 4.141339 -2.489030
B -2.237181 0.010388 4.760093
C -1.166325 6.068670 2.237478
Br 8.201653 1.933194 3.652204
Br 6.787515 -3.402224 2.820079
H -1.241596 -6.076479 3.947968
O -1.315539 -0.893995 5.203911
Br -2.497451 6.973312 -1.231780
C -0.399966 -5.638485 4.464994
H -1.203366 2.751308 0.805954
H -0.611106 -7.405486 -4.510855
H -3.347280 -0.852561 1.262710
H 0.142653 6.744929 0.626539
C -5.968811 0.734648 0.114336
C 0.384644 -1.865636 6.564981
H -2.036260 1.025252 -0.762784
H -1.478309 -1.026421 7.264576
Br 5.082694 -0.636992 -6.583112
Br -0.893986 -5.508056 6.323762
H -4.141903 2.714270 6.053762
C 2.691878 -1.445941 -3.211517
H -3.845207 -1.504165 2.873719
F 3.286641 -2.011201 -0.077642
Br -5.565162 3.548022 -5.703147
C -7.035340 6.203907 0.599047
C -4.029616 3.675282 4.154911
H 0.069000 4.984429 0.805908
F 4.418322 -0.352424 0.707998
H 3.727026 -5.235969 -9.627328
O -1.542256 3.078656 5.688135
C -2.794495 2.983429 3.585621
H 0.970578 -1.828431 5.646594
H 9.573089 0.715894 -10.486152
Br -0.814391 -5.305725 -5.784957
C -2.786455 5.942934 -2.825761
Br 2.077686 5.536255 -3.791680
C 5.359756 -1.794387 -8.088872
C 10.350283 0.429111 -9.792427
Br -3.033092 -10.602331 1.500080
Br 6.244408 -0.903815 -9.540394
H -2.069848 6.073361 1.622213
F 0.647196 -2.172934 1.831865
F 1.727506 0.444132 -1.271909
Br -6.008817 7.764531 1.051621
C -5.645627 1.548875 1.376877
H 3.001030 3.422865 -2.899608
H 7.709308 -0.487069 3.744593
H -5.406746 2.177298 4.915186
C -0.933944 -0.276622 2.667697
F 2.084276 0.862613 1.490630
F 3.819769 0.577983 -3.276849
C -1.707789 2.644462 4.592613
C -0.714309 -0.820389 6.503365
Br -5.947859 4.887894 -0.278865
C 2.934028 -4.648930 -10.069013
H -5.127505 0.128230 -0.209451
Br 5.418504 0.404278 3.602092
F 3.330851 -1.805039 -4.331367
Br 0.062800 -8.198853 -6.752298
H -1.663116 5.301885 4.211816

Atoms 1-2, force components in eV/Å:
F 0.04 -0.09 0.34
H -0.01 -0.03 0.06



# 3
DFT (the ωB97M-V functional and the def2-TZVPD basis) results for C4H8O in the gas phase at a distorted geometry.

Results
SMILES string = C[C@@H]1CCO1
energy above the lowest of the compared OMol25 structures with the same formula, charge and spin = 28.0 kcal/mol
calculated total energy = -232.401032 hartree

Geometry (Å):
H -1.725952 -0.562001 1.314956
C -1.521336 -0.374071 0.239964
H -1.119039 1.506930 -0.869468
O -0.488748 -1.264664 -0.231843
H 1.406826 -0.067275 1.306663
C 0.357217 -0.159681 -0.561102
H 0.498085 -0.126101 -1.676661
C 1.630049 -0.206987 0.227165
H -2.424463 -0.419564 -0.347743
H 2.078227 -1.206877 0.125144
C -0.683850 0.858790 -0.114872
H 2.357259 0.574623 -0.184230
H -0.364272 1.446873 0.772029

Atoms 1-2, force components in eV/Å:
H -0.05 0.23 -0.61
C 0.16 -0.02 0.60



# 4
DFT (the ωB97M-V functional and the def2-TZVPD basis) results for 9 unconnected molecules or ions with the total composition C20H59NO17 at a distorted geometry.

Results
SMILES string = COC[C@H](C)N.OCCO.OCCO.OCCO.OCCO.OCCO.OCCO.OCCO.OCCO
energy above the lowest of the compared OMol25 structures with the same formula, charge and spin = 90.5 kcal/mol
calculated total energy = -2130.962563 hartree

Geometry (Å):
H -1.378965 -6.337272 3.142530
H 2.031174 -1.546017 4.072634
H 8.146230 0.572435 0.644777
H -5.024910 0.969198 -3.086575
H 2.612587 0.301074 0.398229
O -2.249890 -1.231761 5.723766
H -1.411989 -0.762452 3.915334
H 2.519488 4.757245 -1.001914
O 5.732788 0.827846 -0.827848
H 2.343983 0.138682 4.015169
O -3.929037 0.472975 -7.554125
C 0.328686 -0.045551 -0.708601
H -1.513279 2.280088 0.519361
H 0.694880 0.308448 -1.672292
C 5.117872 3.910518 -1.890017
H -1.888201 0.235854 -1.010861
C 3.320847 -0.996376 5.680796
H 2.484388 -1.021553 6.379229
H -1.491586 -6.373405 -1.484865
H 4.112465 4.037464 0.029739
C 5.890811 0.631473 0.532219
C -3.247346 0.400580 3.997737
C -2.154350 -5.692900 0.153018
C -1.578048 -1.486626 0.392938
H -0.761252 -7.127921 1.005298
H 1.802040 0.105549 1.832930
O 3.829502 -1.308878 3.293776
H -0.935352 -2.347606 0.576673
H 4.761302 4.703380 -2.547537
C -3.072769 3.620085 0.640369
H -3.656828 -0.736728 -3.522944
H -2.630554 -1.752472 0.294559
H -3.842621 0.977439 4.705538
H 5.785646 2.098383 -2.141873
O -1.318796 -5.706636 2.421234
C -1.963210 3.010122 -0.153480
H -3.566392 0.587823 -8.435547
H -3.243412 -2.104171 -1.992357
N -1.422801 -1.352707 -2.058790
C -1.178036 -0.571967 -0.834246
O 7.467906 2.525319 0.822358
O -3.909850 -0.793430 3.462899
C -3.086244 1.143527 -6.573431
C -4.567584 -1.103543 -3.049571
H -1.408643 -0.747091 -2.866951
H 0.908677 -0.961470 -0.595454
O -5.844260 0.117220 -1.365823
H 4.114907 0.185178 6.941456
H -4.678510 2.815219 0.223308
H -3.697830 1.504227 -5.746420
H 5.585315 -0.390337 0.757315
O -3.982362 2.696938 0.873679
O -1.292346 0.850914 -4.977960
H -0.623714 -1.942620 -2.241991
C 7.279777 1.101924 1.041035
H -3.146150 -5.302022 0.380268
H -1.524839 -4.820226 -0.020924
H -0.247506 3.612181 -0.868098
H -2.425086 -7.281006 1.395151
O -1.034747 4.017658 -0.497390
O 2.710872 3.948565 -1.482554
H -3.571309 4.452592 0.143882
H 3.982450 2.504619 -0.769329
H -3.957260 0.520776 -1.765584
H 5.123473 1.352011 0.815278
H -1.639386 -1.955379 5.564825
H 4.555615 -0.681139 3.311117
O -4.174182 -2.186224 -2.212683
H -2.436748 -0.728149 -5.527115
C -2.015836 0.173201 -5.972641
H 7.326537 1.147170 2.129089
H -2.376202 2.398226 -0.955427
H -2.745654 4.140464 1.540527
C -4.810683 0.188529 -2.356671
H 5.492667 -0.034564 -1.174521
C 2.824285 -0.815475 4.231933
C -1.626773 -6.543023 1.316545
H -0.666235 1.304878 -5.546740
H -2.954287 0.927035 3.089402
O -2.310189 -6.501973 -1.000157
H -3.910825 -1.420883 4.189469
C -1.949963 -0.202627 4.680376
H -5.368779 -1.405239 -3.724231
H -1.510307 -0.926178 1.325361
H 5.953556 4.291254 -1.302847
H 3.697807 -2.011258 5.807307
C 3.980468 3.579458 -0.950513
H 2.204835 1.798655 1.209200
O 4.262705 -0.033118 6.018360
O 5.562281 2.866038 -2.673309
H 7.426208 2.623643 -0.131688
H -2.670519 2.042443 -7.028650
O 0.599107 0.871775 0.266048
H -1.531028 0.683647 5.156928
H -5.820208 -0.719896 -0.896497
H -1.439831 -0.116885 -6.851368
C 1.841362 0.794808 0.989444

Atoms 1-2, force components in eV/Å:
H 0.19 0.43 0.64
H -0.21 -0.06 0.22



# 5
DFT (the ωB97M-V functional and the def2-TZVPD basis) results for 2 unconnected molecules or ions with the total composition BrH3N2 at a distorted geometry.

Results
⟨S²⟩ = 2.0097
energy above the lowest of the compared OMol25 structures with the same formula, charge and spin = 19.3 kcal/mol
calculated total energy = -2685.138038 hartree
2S+1 = 3

Geometry (Å):
N -0.674754 -0.732178 -0.062965
Br -2.156556 0.251860 0.015717
H 0.789360 1.023310 -0.842803
H -0.587612 -1.407732 0.711051
N 0.982282 0.817398 0.133794
H 1.647280 0.047342 0.045205

Atoms 1-2, force components in eV/Å:
N 0.18 -0.99 -0.16
Br -0.44 -0.17 0.30



# 6
DFT (the ωB97M-V functional and the def2-TZVPD basis) results for C5H9N in the gas phase.

Results
SMILES string = C=NCC(=C)C
energy above the lowest of the compared OMol25 structures with the same formula, charge and spin = 52.3 kcal/mol
calculated total energy = -250.583566 hartree

Geometry (Å):
H 2.153597 0.296430 0.007216
N 0.602527 -0.045295 1.794116
H 0.443772 1.992134 1.978642
C 1.399425 0.145023 -0.761494
C 0.181253 -0.332110 -0.492695
H -0.978104 -0.965145 -2.194020
H -1.082244 -1.178120 1.122961
H -1.017525 1.120802 1.247177
H 1.678452 0.427261 -1.766514
C -0.029284 -0.995049 0.863656
H 0.470692 -1.970205 0.855605
H -1.936908 -0.172948 -0.937087
H -0.895581 0.792628 -1.971767
C -0.020740 1.052744 1.705627
C -0.969333 -0.168150 -1.451423

Atoms 1-2, force components in eV/Å:
H -0.03 -0.58 -0.20
N -0.30 0.49 0.03



Repeat the fifth record exactly.
DFT (the ωB97M-V functional and the def2-TZVPD basis) results for 2 unconnected molecules or ions with the total composition BrH3N2 at a distorted geometry.

Results
⟨S²⟩ = 2.0097
energy above the lowest of the compared OMol25 structures with the same formula, charge and spin = 19.3 kcal/mol
calculated total energy = -2685.138038 hartree
2S+1 = 3

Geometry (Å):
N -0.674754 -0.732178 -0.062965
Br -2.156556 0.251860 0.015717
H 0.789360 1.023310 -0.842803
H -0.587612 -1.407732 0.711051
N 0.982282 0.817398 0.133794
H 1.647280 0.047342 0.045205

Atoms 1-2, force components in eV/Å:
N 0.18 -0.99 -0.16
Br -0.44 -0.17 0.30